Computed, not measured: the ion C3H3N2S with charge +1 in a non-equilibrium geometry, with ωB97M-V/def2-TZVPD.

The geometry in XYZ format:
```
9
Properties=species:S:1:pos:R:3:forces:R:3:nbo_charge:R:1
C 1.000 -0.069 0.001 2.6 0.7 0.2 0.041
C -0.998 1.130 -0.341 -0.7 1.8 -0.3 0.247
C -0.274 -2.133 0.065 0.8 -1.1 -0.3 0.368
N 0.129 0.869 -0.059 -0.9 -0.6 -0.3 -0.294
N 0.557 -1.302 0.059 -3.6 -2.8 0.5 -0.241
S 2.712 0.108 -0.117 1.1 1.2 0.0 0.129
H -1.677 1.812 0.157 -0.4 -0.2 0.1 0.238
H -0.923 -3.078 0.010 1.1 1.9 0.2 0.333
H 2.728 1.434 0.257 0.0 -0.9 -0.2 0.178
```
Forces are in eV/Å.

relative energy (zero: lowest compared OMol25 entry of this formula, charge and spin) = 360.96 kJ/mol
2S+1 = 1
E_LUMO (alpha / beta) = -6.138 / -6.026 eV
gap between HOMO and LUMO (alpha / beta) = 0.24258 / 0.24247 hartree
charge = +1